# 1
{"formula": "C4H6OS", "method": "ωB97M-V with the def2-TZVPD basis set", "lumo_energy_ev": -0.335, "elements": ["C", "C", "C", "C", "H", "H", "H", "H", "H", "H", "O", "S"], "xyz": [[1.522, -0.858, -0.056], [0.205, -0.433, 0.558], [-0.325, 0.936, 0.234], [-1.345, 0.208, -0.595], [1.699, -1.926, -0.292], [0.180, -0.606, 1.673], [0.461, 1.541, -0.291], [-0.723, 1.459, 1.139], [-2.349, 0.388, -0.323], [-1.261, 0.287, -1.693], [-0.864, -1.101, -0.140], [2.800, 0.104, -0.213]]}

---

# 2
{"formula": "C3H11N2OS", "method": "ωB97M-V with the def2-TZVPD basis set", "charge": -1, "lumo_energy_ev": 3.904, "elements": ["N", "C", "C", "S", "C", "N", "H", "H", "H", "H", "H", "H", "H", "H", "H", "H", "H", "O"], "xyz": [[1.482, 1.077, -1.014], [0.272, 0.324, -0.189], [0.937, -0.759, 0.685], [-0.118, -1.694, 1.824], [-0.795, -0.475, -1.069], [-0.860, -0.058, -2.503], [1.894, 0.327, -1.565], [0.340, 1.184, -1.168], [-0.295, 0.915, 0.523], [1.553, -1.459, 0.079], [1.636, -0.242, 1.351], [-0.447, -1.502, -1.084], [-1.780, -0.372, -0.637], [0.040, -0.163, -2.953], [-1.062, 0.938, -2.516], [-0.736, 0.722, 4.162], [-0.954, 0.223, 2.751], [-1.107, 1.016, 3.323]]}

---

# 3
{"formula": "C4H5NO", "method": "ωB97M-V with the def2-TZVPD basis set", "lumo_energy_ev": 0.702, "elements": ["C", "C", "C", "N", "C", "O", "H", "H", "H", "H", "H"], "xyz": [[-0.215, -0.419, 1.649], [-0.138, -0.033, 0.249], [1.021, 0.058, -0.484], [0.692, 0.123, -1.816], [-0.593, 0.202, -1.817], [-1.189, 0.109, -0.605], [-0.963, -0.179, 2.381], [0.475, -1.234, 1.937], [0.098, 0.835, 1.285], [2.047, 0.118, -0.133], [-1.235, 0.418, -2.649]]}

---

# 4
{"formula": "C4H12N2S", "method": "ωB97M-V with the def2-TZVPD basis set", "smiles": "CN[C@H](CN)CS", "lumo_energy_ev": 0.941, "elements": ["C", "N", "C", "C", "N", "C", "S", "H", "H", "H", "H", "H", "H", "H", "H", "H", "H", "H", "H"], "xyz": [[-0.974, 1.764, -1.250], [-0.641, 1.399, 0.082], [-0.065, 0.114, 0.377], [1.393, -0.079, -0.119], [2.074, -0.848, 0.959], [-0.989, -1.055, -0.065], [-0.799, -2.624, 0.814], [-0.140, 1.564, -1.998], [-1.872, 1.265, -1.616], [-1.088, 2.850, -1.307], [-0.724, 1.972, 0.893], [0.089, 0.258, 1.508], [1.811, 0.943, -0.229], [1.545, -0.548, -1.080], [1.377, -1.476, 1.324], [2.925, -1.313, 0.692], [-2.024, -0.770, 0.090], [-0.800, -1.226, -1.130], [-1.099, -2.190, 2.056]]}

---

# 5
{"formula": "C17H20BrN3O3Yb", "method": "ωB97M-V with the def2-TZVPD basis set", "charge": 2, "lumo_energy_ev": -9.315, "elements": ["C", "C", "C", "C", "C", "C", "C", "C", "O", "O", "C", "C", "C", "C", "C", "N", "C", "N", "C", "O", "C", "Br", "N", "C", "H", "H", "H", "H", "H", "H", "H", "H", "H", "H", "H", "H", "H", "H", "H", "H", "H", "H", "H", "H", "Yb"], "xyz": [[5.139, -0.594, -0.377], [3.743, -0.868, -0.968], [3.262, 0.210, -1.937], [1.776, 0.558, -1.934], [1.255, 1.023, -0.562], [-0.082, 0.524, -0.108], [-1.066, 1.403, 0.356], [-0.846, 2.892, 0.407], [-0.975, 3.508, -0.855], [-2.311, 3.286, -1.314], [-2.313, 0.899, 0.749], [-3.419, 1.742, 1.308], [-3.162, 2.110, 2.783], [-2.527, -0.457, 0.648], [-1.597, -1.396, 0.234], [-1.935, -2.728, 0.187], [-0.949, -3.497, -0.176], [-1.187, -4.867, -0.299], [-1.553, -5.470, 0.702], [-1.892, -6.046, 1.649], [0.349, -2.990, -0.525], [1.673, -4.191, -1.019], [0.613, -1.735, -0.512], [-0.365, -0.865, -0.142], [5.547, 0.338, -0.754], [5.100, -0.501, 0.703], [5.850, -1.374, -0.623], [3.764, -1.832, -1.465], [3.051, -0.979, -0.136], [3.800, 1.132, -1.728], [3.526, -0.094, -2.945], [1.662, 1.386, -2.628], [1.175, -0.245, -2.345], [1.975, 0.762, 0.214], [1.223, 2.102, -0.588], [0.165, 3.140, 0.702], [-1.515, 3.366, 1.118], [-2.167, 2.722, -2.085], [-3.583, 2.620, 0.696], [-4.348, 1.160, 1.280], [-2.107, 2.300, 2.950], [-3.735, 2.975, 3.086], [-3.404, 1.261, 3.423], [-3.505, -0.771, 0.918], [-4.105, -1.917, 1.911]]}